The following is a quantum chemistry calculation of a cluster of 9 separate species, C27H72O9 in total at a distorted geometry, from the Open Molecules 2025 dataset.

Last column: Löwdin charge in e.
Element x y z (Å)
C  -6.36757  6.86471  27.42350  -0.0769
C  -5.46837  8.06031  27.53335  -0.2855
O  -5.15519  8.65037  26.29017  -0.1779
C  -4.15556  9.64254  26.37474  -0.2630
C  -3.78663  9.96270  24.93431  -0.0541
H  -5.99062  6.15028  26.68312  0.0758
H  -6.56298  6.34516  28.35581  0.0826
H  -7.34120  7.16193  27.00656  0.0772
H  -5.88446  8.77434  28.25398  0.1264
H  -4.50745  7.66774  27.90996  0.1211
H  -4.47170  10.56018  26.87893  0.1225
H  -3.30630  9.21223  26.91819  0.1173
H  -2.79268  10.40603  24.86336  0.0755
H  -4.56730  10.52948  24.42976  0.0736
H  -3.67821  9.06696  24.31570  0.0618
C  -7.49568  8.67687  15.46081  -0.0700
C  -7.83843  9.03846  16.89953  -0.2763
O  -9.04852  8.39328  17.24010  -0.1593
C  -9.49467  8.69500  18.54738  -0.2986
C  -10.61510  7.75474  18.88664  -0.0790
H  -7.57686  7.58908  15.34392  0.0803
H  -8.15666  9.04869  14.67908  0.0773
H  -6.45293  8.86982  15.22082  0.0443
H  -7.05263  8.61900  17.53312  0.0994
H  -7.94526  10.12534  16.95067  0.1220
H  -8.69677  8.63622  19.29734  0.1088
H  -9.84478  9.73444  18.57873  0.1193
H  -10.33079  6.72731  18.66355  0.0794
H  -11.53785  7.99156  18.35425  0.0756
H  -10.88578  7.85188  19.94083  0.0745
C  0.36628  14.70585  23.33969  -0.0719
C  -0.52629  14.25142  22.19939  -0.2896
O  0.21466  13.25440  21.51405  -0.1643
C  -0.53219  12.37164  20.71352  -0.2781
C  -1.06305  11.18638  21.53944  -0.0636
H  -0.08644  15.51011  23.91781  0.0739
H  0.64720  13.89186  24.00537  0.0757
H  1.28631  15.00831  22.83465  0.0787
H  -1.49095  13.86277  22.54993  0.1022
H  -0.75968  15.09355  21.53879  0.1170
H  -1.41763  12.84338  20.26766  0.1107
H  0.11006  12.02322  19.90708  0.1154
H  -1.69585  10.52384  20.95162  0.0668
H  -1.54848  11.54375  22.44623  0.0595
H  -0.18478  10.61576  21.85290  0.0760
C  -2.79628  9.20716  16.27895  -0.0558
C  -3.82904  10.25991  15.89790  -0.3025
O  -3.43242  10.90679  14.72861  -0.1495
C  -4.21688  11.98501  14.28274  -0.2937
C  -3.46801  12.90170  13.34233  -0.0746
H  -1.88594  9.65852  16.66072  0.0768
H  -3.22784  8.53938  17.02548  0.0540
H  -2.67788  8.59402  15.38273  0.0818
H  -4.79755  9.75508  15.83710  0.0863
H  -3.89112  10.96036  16.74153  0.1192
H  -5.16252  11.55548  13.93053  0.1197
H  -4.49946  12.64748  15.11884  0.1142
H  -3.31035  12.45302  12.35721  0.0732
H  -2.45247  13.02617  13.72674  0.0803
H  -3.94109  13.87231  13.23265  0.0725
C  -5.30434  9.18775  20.70652  -0.0384
C  -5.00776  7.70970  20.83068  -0.4804
C  -4.60415  7.13573  19.47406  -0.0403
O  -3.90633  7.52695  21.71640  -0.0501
H  -6.07843  9.39848  19.96337  0.0679
H  -4.36397  9.60193  20.33012  0.0831
H  -5.60504  9.70684  21.61679  0.0704
H  -5.87125  7.10151  21.13329  0.1269
H  -5.40245  7.32680  18.75273  0.0698
H  -4.50631  6.05000  19.47029  0.0685
H  -3.67834  7.62844  19.17367  0.0818
H  -4.13388  7.92069  22.56684  0.0750
C  -1.36925  3.51997  23.06331  -0.0850
C  -2.60951  4.31858  22.68131  -0.3453
O  -2.26308  5.17145  21.61477  -0.0901
H  -0.91819  3.07531  22.18088  0.0727
H  -1.61803  2.82577  23.86552  0.0694
H  -0.66719  4.23201  23.50140  0.0720
H  -2.90180  4.96784  23.52065  0.1034
H  -3.49043  3.69189  22.49467  0.1007
H  -2.95611  5.79327  21.35549  0.0398
C  -4.59580  2.92993  17.63856  -0.1020
C  -3.41330  3.02911  18.60793  -0.3263
O  -2.69407  4.23767  18.42939  -0.0771
H  -4.30359  2.92416  16.58340  0.0690
H  -5.35385  3.70575  17.74333  0.0655
H  -5.06984  1.95525  17.81543  0.0724
H  -2.85886  2.09105  18.47986  0.1101
H  -3.85512  3.04785  19.60820  0.1052
H  -2.27215  4.10863  17.56896  0.0859
C  -7.17391  12.75176  22.45914  -0.0936
C  -6.04966  13.34026  21.63814  -0.2947
O  -4.85393  12.94553  22.34915  -0.1070
H  -6.95588  11.69526  22.63813  0.0628
H  -8.15318  12.75129  21.97291  0.0731
H  -7.28576  13.20921  23.44091  0.0749
H  -6.07873  14.43149  21.63569  0.1090
H  -6.04767  12.94112  20.62261  0.1043
H  -4.19189  13.63529  22.24857  0.0631
C  -7.39500  5.36823  23.66968  -0.0864
C  -8.00980  6.72393  23.92336  -0.3119
O  -7.00917  7.72304  24.15320  -0.0964
H  -6.62800  5.16874  24.42560  0.0665
H  -6.87238  5.34483  22.71192  0.0636
H  -8.14642  4.57758  23.66876  0.0758
H  -8.70403  6.72159  24.76664  0.1063
H  -8.47415  7.01324  22.97736  0.1073
H  -6.59777  7.50111  25.00078  0.0247

As for the max |F|: 0.0367 hartree/bohr. Its SMILES is CC(C)O.CCOCC.CCOCC.CCOCC.CCOCC.CCO.CCO.CCO.CCO. The total energy is -47590.512 eV.